{"formula": "C52H147N13O15", "method": "ωB97M-V/def2-TZVPD", "e_lumo_ev": 0.456, "homo_energy_ev": -8.609, "orbital_gap_ev": 9.07, "total_energy_ev": -106379.7081, "de_lowest_ev": 6.085, "elements": ["C", "C", "C", "O", "C", "N", "H", "H", "H", "H", "H", "H", "H", "H", "H", "H", "H", "C", "C", "C", "O", "C", "N", "H", "H", "H", "H", "H", "H", "H", "H", "H", "H", "H", "C", "C", "C", "O", "C", "N", "H", "H", "H", "H", "H", "H", "H", "H", "H", "H", "H", "C", "C", "C", "O", "C", "N", "H", "H", "H", "H", "H", "H", "H", "H", "H", "H", "H", "C", "C", "C", "O", "C", "N", "H", "H", "H", "H", "H", "H", "H", "H", "H", "H", "H", "C", "C", "C", "O", "C", "N", "H", "H", "H", "H", "H", "H", "H", "H", "H", "H", "H", "C", "C", "C", "O", "C", "N", "H", "H", "H", "H", "H", "H", "H", "H", "H", "H", "H", "C", "C", "C", "O", "C", "N", "H", "H", "H", "H", "H", "H", "H", "H", "H", "H", "H", "C", "C", "C", "O", "C", "N", "H", "H", "H", "H", "H", "H", "H", "H", "H", "H", "H", "C", "C", "C", "O", "C", "N", "H", "H", "H", "H", "H", "H", "H", "H", "H", "H", "H", "C", "C", "C", "O", "C", "N", "H", "H", "H", "H", "H", "H", "H", "H", "H", "H", "H", "C", "C", "C", "O", "C", "N", "H", "H", "H", "H", "H", "H", "H", "H", "H", "H", "H", "C", "C", "C", "O", "C", "N", "H", "H", "H", "H", "H", "H", "H", "H", "H", "H", "H", "O", "H", "H", "O", "H", "H"], "coordinates": [[3.489059, -1.384635, -2.090940], [2.034083, -1.012992, -1.734294], [1.024577, -2.001719, -2.353879], [1.399556, -3.367651, -2.137973], [0.674545, -4.438684, -2.674781], [1.904688, -0.834443, -0.309731], [3.792661, -2.429406, -2.024719], [4.280542, -0.736820, -1.714138], [3.503590, -1.217680, -3.167974], [1.673037, -0.033315, -2.047337], [1.022855, -1.943887, -3.442345], [0.009738, -1.840549, -1.990240], [1.147727, -5.312188, -2.226253], [0.619211, -4.412718, -3.763072], [-0.361387, -4.487057, -2.339187], [2.234916, -1.725525, 0.032363], [2.719582, -0.312044, -0.021347], [0.825296, 3.465168, 4.033771], [-0.389332, 4.333245, 4.035781], [-0.060165, 5.782380, 3.496237], [0.899999, 6.535080, 4.232688], [1.237853, 7.768126, 3.730758], [-1.524702, 3.818699, 3.244277], [0.980110, 3.439398, 2.955128], [0.586911, 2.454019, 4.363700], [1.639371, 3.912337, 4.604219], [-0.677235, 4.425127, 5.083052], [-0.938383, 6.365698, 3.772964], [-0.050731, 5.865227, 2.409429], [1.698688, 7.585725, 2.759949], [1.999421, 8.259441, 4.336335], [0.425355, 8.471598, 3.548886], [-1.500383, 2.813902, 3.343727], [-1.357986, 3.724883, 2.252563], [5.290323, 2.678168, -2.314248], [4.517914, 1.998299, -3.435268], [3.117872, 2.675584, -3.577742], [3.206051, 3.989063, -4.018421], [2.010535, 4.373978, -4.732890], [5.390701, 2.228292, -4.532163], [5.754785, 3.657469, -2.429755], [6.086491, 1.965433, -2.099240], [4.660741, 2.754787, -1.427764], [4.423665, 0.945990, -3.167211], [2.501239, 2.558751, -2.686557], [2.689136, 2.072182, -4.377871], [1.870019, 3.864535, -5.686212], [2.086580, 5.444050, -4.925984], [1.203840, 4.242126, -4.011816], [5.325659, 3.226992, -4.668048], [6.365595, 2.029981, -4.357949], [-6.536280, 0.159151, -5.631834], [-5.561373, -0.193969, -4.531518], [-5.437848, 1.014332, -3.617294], [-5.050246, 2.178216, -4.239422], [-4.566630, 3.158037, -3.354439], [-5.869041, -1.407283, -3.746084], [-7.555350, 0.182469, -5.245769], [-6.556761, -0.623979, -6.389717], [-6.400514, 1.111826, -6.143756], [-4.609701, -0.324255, -5.046734], [-4.637839, 0.822605, -2.902227], [-6.310105, 1.259440, -3.011333], [-5.285272, 3.367945, -2.562230], [-4.366963, 4.061617, -3.930450], [-3.652114, 2.879085, -2.831045], [-5.386611, -1.357445, -2.860148], [-6.727019, -1.160165, -3.273953], [-1.654528, -3.503763, 1.182308], [-1.714515, -4.715482, 0.271646], [-1.650464, -5.990414, 1.078813], [-0.313561, -6.081626, 1.550902], [-0.027103, -7.128823, 2.508669], [-3.005392, -4.737843, -0.396448], [-0.721820, -3.342685, 1.722889], [-2.531186, -3.487608, 1.829847], [-1.678210, -2.536103, 0.681152], [-0.831100, -4.665196, -0.364872], [-1.823181, -6.872264, 0.461865], [-2.381783, -5.979668, 1.886997], [1.028451, -7.309535, 2.711755], [-0.513544, -8.035322, 2.148455], [-0.438733, -6.787443, 3.458471], [-3.106430, -5.677857, -0.751787], [-3.763851, -4.732045, 0.270500], [-6.415390, -0.921579, 0.347381], [-5.370202, -2.066015, 0.608655], [-6.151380, -3.342892, 1.012099], [-5.338649, -4.348010, 1.636559], [-5.048671, -4.282726, 3.067463], [-4.590899, -2.224194, -0.631548], [-5.935467, 0.006270, 0.036122], [-6.887485, -0.792731, 1.321356], [-7.240128, -1.036230, -0.356017], [-4.720293, -1.738114, 1.419946], [-6.530437, -3.802707, 0.099417], [-6.942647, -3.054110, 1.703900], [-4.216844, -3.599108, 3.237270], [-4.789568, -5.322236, 3.268446], [-5.845656, -4.149238, 3.798972], [-4.166323, -3.136916, -0.549207], [-3.843517, -1.549228, -0.708580], [-5.980633, 0.532233, 4.073525], [-4.657443, 1.220318, 3.696432], [-3.839321, 0.629898, 2.575925], [-2.521617, 1.012363, 2.893082], [-1.592738, 0.741092, 1.868543], [-5.090229, 2.611819, 3.371178], [-6.629296, 1.156683, 4.687861], [-5.584677, -0.243245, 4.729225], [-6.620505, 0.122275, 3.292111], [-4.094190, 1.311614, 4.625146], [-4.143732, 0.959174, 1.582444], [-3.830890, -0.456463, 2.664506], [-1.550312, -0.323450, 1.638242], [-0.614569, 1.027397, 2.254956], [-1.633941, 1.323237, 0.947935], [-5.678954, 3.131556, 4.006308], [-4.225587, 3.104851, 3.199677], [-2.222283, -2.031720, -4.448864], [-1.109394, -2.143005, -5.415212], [-1.422044, -3.066398, -6.503509], [-2.701515, -2.813839, -7.127087], [-2.909746, -3.448951, -8.416562], [-0.879648, -0.835053, -5.912642], [-2.294813, -3.065411, -4.110751], [-3.099231, -1.630619, -4.956973], [-1.960510, -1.389484, -3.607970], [-0.170692, -2.426147, -4.938995], [-1.500238, -4.080642, -6.111973], [-0.646420, -2.996228, -7.266122], [-2.481282, -4.450837, -8.389219], [-2.257633, -3.006302, -9.169487], [-3.922447, -3.366151, -8.811137], [-0.531008, -0.887677, -6.859100], [-1.720146, -0.275031, -5.906640], [3.081084, 2.235572, 1.670303], [4.318177, 1.322076, 1.618459], [5.427167, 1.742980, 2.689605], [6.656032, 0.922742, 2.782510], [7.106645, 0.529182, 1.526872], [3.881882, -0.090443, 1.824309], [2.850695, 2.861905, 0.808486], [3.034718, 2.820382, 2.588980], [2.192777, 1.610660, 1.578195], [4.630794, 1.448461, 0.581930], [5.029895, 1.686946, 3.703079], [5.687303, 2.800456, 2.643024], [7.474087, 1.349255, 0.909980], [6.380542, 0.016575, 0.895916], [8.008562, -0.051140, 1.721471], [3.464033, -0.168319, 2.740513], [4.686784, -0.693844, 1.734042], [2.888398, 5.585825, -1.314924], [2.656995, 6.066997, 0.098566], [3.978549, 5.823482, 0.935191], [3.739486, 6.052252, 2.282125], [4.691498, 5.659894, 3.250484], [2.429884, 7.539233, -0.003535], [2.018194, 5.666414, -1.966351], [2.990046, 4.501817, -1.262895], [3.768063, 5.960192, -1.838496], [1.721293, 5.715998, 0.533713], [4.824279, 6.418751, 0.590966], [4.278776, 4.795835, 0.730481], [4.585375, 6.167851, 4.209036], [5.736240, 5.799967, 2.972996], [4.602795, 4.597897, 3.479362], [2.543892, 8.000301, 0.887817], [1.441610, 7.731218, -0.084533], [3.387576, -5.986680, -0.403371], [3.353580, -5.111748, 0.842182], [4.455719, -4.037658, 0.983480], [5.754333, -4.461224, 0.641807], [6.589862, -5.206271, 1.535418], [2.103608, -4.333802, 0.841335], [4.254475, -6.647175, -0.385106], [3.415731, -5.382968, -1.310480], [2.445049, -6.528760, -0.480180], [3.395127, -5.828996, 1.661902], [4.439294, -3.614081, 1.987668], [4.260593, -3.191245, 0.324992], [6.762095, -4.588746, 2.416949], [7.492017, -5.629177, 1.093415], [6.160876, -6.148481, 1.876484], [1.314908, -4.961690, 0.779627], [2.003687, -3.836299, -0.031941], [-0.973458, 4.424720, -1.913184], [-1.411170, 4.466483, -0.449261], [-2.738838, 3.695144, -0.303909], [-3.787096, 4.427180, -0.914715], [-4.229454, 5.501434, -0.142593], [-0.492164, 3.644443, 0.263028], [-1.656190, 4.996735, -2.541500], [-0.972694, 3.407240, -2.304133], [0.032639, 4.828400, -2.026812], [-1.430748, 5.453444, 0.012927], [-3.031227, 3.482157, 0.724311], [-2.580464, 2.705332, -0.732041], [-5.119262, 5.957841, -0.576219], [-3.439602, 6.248553, -0.064803], [-4.357151, 5.110053, 0.866675], [-0.429961, 2.814964, -0.309859], [0.440452, 4.008152, 0.128741], [3.515245, -3.781704, 4.842490], [2.098508, -3.880947, 4.315951], [0.995208, -4.504646, 5.208378], [1.391619, -5.843839, 5.612465], [1.830918, -5.835495, 6.940126], [1.595185, -2.639532, 3.687877], [4.164643, -3.004674, 4.439239], [4.033598, -4.740036, 4.874199], [3.354137, -3.483902, 5.878563], [2.035172, -4.584482, 3.485807], [0.070629, -4.707665, 4.667970], [0.725184, -3.857005, 6.042499], [1.175815, -5.368784, 7.675729], [2.765033, -5.276276, 6.993143], [1.999085, -6.817990, 7.381177], [0.658484, -2.798784, 3.345348], [2.077760, -2.498272, 2.811933], [-0.076394, 1.040995, -0.841142], [0.365448, 0.201868, -0.711252], [-0.077255, 1.167439, -1.789947], [-0.179323, 1.234307, -3.982888], [-0.850856, 0.552253, -3.974708], [0.437112, 0.956059, -4.660244]], "atomic_forces_ev_per_a": [[-0.516, 0.538, -2.156], [0.244, -0.457, -0.116], [0.232, -1.123, -0.540], [0.869, 0.557, 1.343], [-0.537, 0.308, 0.415], [-0.055, -1.474, 0.653], [-0.440, -0.029, 0.665], [-0.311, 0.064, 0.507], [0.435, -0.009, -0.427], [0.784, 0.074, -1.326], [-0.038, 0.875, -0.171], [-0.162, 0.210, 0.190], [0.115, -0.211, -0.665], [0.461, -0.253, -0.204], [-0.309, 0.373, 0.152], [-0.552, -0.583, 0.964], [-0.096, 0.820, 0.379], [-0.248, -0.152, -1.209], [0.224, 1.716, -0.111], [-2.112, 0.809, 1.682], [0.674, -1.912, 0.918], [0.694, 0.309, -1.495], [0.064, -0.529, 0.598], [1.070, -0.445, -0.019], [0.128, -0.035, 0.190], [0.105, -0.124, -0.192], [-0.586, 0.351, -0.025], [-0.946, -0.263, -0.500], [0.967, -0.320, -0.294], [0.214, 0.321, -0.319], [-0.169, -0.241, 0.327], [-0.556, -0.033, 0.332], [-0.610, -0.467, 1.182], [0.848, 1.280, -0.722], [-0.364, -1.012, 2.263], [0.469, 2.380, 2.087], [0.992, -1.939, -1.463], [-0.030, 0.602, -0.737], [0.712, 0.645, 1.233], [-0.603, -0.123, -2.922], [-0.369, 0.010, -0.768], [0.341, 0.194, 0.433], [0.062, -0.027, 0.504], [-0.341, 0.035, -0.286], [0.051, 0.019, 0.317], [-0.689, -0.111, -0.167], [0.029, -0.382, 0.189], [0.151, -0.033, -0.031], [-0.538, -0.228, -0.480], [0.201, 0.186, -0.527], [-0.120, -0.240, 0.342], [-1.222, -1.040, -0.380], [0.296, 1.153, -0.115], [1.041, -0.083, 1.321], [0.449, 0.980, -1.660], [-0.271, 0.158, 0.041], [-0.689, 0.937, -0.133], [-0.190, 0.059, 0.231], [0.113, -0.065, -0.112], [0.557, -0.017, 0.344], [0.262, -0.065, 0.282], [0.180, -0.628, 0.567], [-0.709, -0.562, 0.045], [-0.224, 0.137, -0.025], [-0.087, -0.055, 0.055], [0.228, -0.367, -0.181], [1.563, -0.418, 0.100], [-1.379, -0.306, -0.529], [0.080, 1.077, 0.104], [-0.464, 0.318, 1.301], [1.712, -0.359, 0.421], [1.144, -0.403, 0.617], [-1.221, 0.856, -0.269], [0.236, -0.451, -1.140], [-0.006, -0.884, 0.388], [0.156, -0.120, 0.371], [-0.401, -0.132, -0.797], [-0.385, -0.208, -0.560], [-0.340, -0.134, -0.276], [-0.120, 0.069, 0.260], [0.106, 0.387, -0.693], [0.066, -0.271, 0.284], [-0.241, -0.410, 0.224], [-0.059, -0.148, -0.761], [-0.034, 0.319, 0.777], [0.383, -0.228, 1.255], [-1.334, 1.165, -1.477], [1.252, 0.585, 0.285], [-0.315, 0.120, 0.815], [0.219, -0.913, -1.282], [-0.700, -0.876, 0.528], [0.245, 0.020, 0.258], [-0.181, 0.609, 0.025], [0.267, -0.901, -0.258], [-0.192, -0.097, 0.333], [-0.257, -0.004, 0.088], [-0.250, -0.049, -0.137], [-0.077, -0.026, 0.266], [0.692, 0.112, 0.095], [-0.643, 0.784, -0.632], [0.563, 0.082, -0.754], [0.089, 0.150, 0.218], [0.973, -1.046, 0.579], [-3.357, 2.341, 0.526], [0.418, -0.238, 1.344], [0.591, 0.633, -0.848], [1.038, -0.030, 0.309], [1.345, -0.296, -1.697], [0.285, 0.249, -0.002], [-0.835, -0.731, 0.067], [0.440, 0.021, -0.243], [0.572, -0.697, -0.150], [-0.186, 0.075, -0.040], [-0.459, -0.326, -0.291], [-0.128, -0.224, -0.140], [0.132, -0.191, 0.210], [-0.872, 0.018, 0.018], [0.267, -0.525, 0.405], [-0.050, 0.806, 0.063], [0.086, -0.906, 0.871], [0.165, 1.426, 0.235], [-1.339, -1.897, -1.852], [-0.342, 0.358, -0.463], [1.926, 0.359, 0.640], [0.876, 1.766, -0.804], [-1.091, 0.153, 0.586], [-0.130, -0.505, 0.240], [-0.018, -0.011, 0.129], [-0.123, -0.711, 0.078], [0.444, -0.393, -0.032], [0.272, -0.244, -0.153], [-0.773, -0.550, 0.197], [0.079, 0.652, -0.119], [-0.038, -0.149, 0.783], [0.036, 0.424, -0.160], [-0.124, -0.017, -0.337], [-0.585, -0.365, 0.423], [0.217, -0.024, 0.691], [0.134, -0.499, -0.007], [-2.285, 0.894, -0.427], [1.310, 0.146, -0.385], [0.400, 1.121, -0.731], [1.002, 0.485, -0.108], [-0.150, 0.030, -0.135], [-0.092, -0.352, 0.699], [0.798, -0.423, 0.094], [-0.484, -0.425, -0.047], [0.308, 0.132, -0.784], [-0.128, 0.588, -0.028], [-0.014, -0.424, 0.220], [-0.254, -0.499, -0.192], [0.040, -0.275, 0.205], [0.025, -0.237, 0.433], [-0.492, -1.622, -0.055], [1.347, 2.399, -0.077], [-0.985, -0.781, -0.748], [-0.477, 0.654, 1.333], [0.379, -0.656, -0.114], [-0.031, 0.546, 0.373], [-0.033, 0.643, 0.062], [0.334, -0.326, -0.054], [-0.083, 0.319, 0.327], [0.499, -1.135, 0.369], [-0.168, 0.523, -0.389], [-0.007, -0.467, 0.214], [-0.589, 0.379, -0.311], [0.098, 0.291, -0.536], [-0.190, -0.265, -0.089], [0.841, -0.153, 0.475], [-0.430, -0.293, -0.792], [0.566, 0.435, -0.297], [-0.426, 0.618, -0.808], [0.392, -0.828, 0.289], [1.327, -0.676, -0.890], [-1.383, -0.089, 0.562], [-0.187, -0.081, 0.646], [-0.123, -0.203, -0.203], [0.283, 0.188, -0.091], [0.119, -0.383, 0.284], [-0.220, 0.391, 0.551], [-0.115, -0.121, 0.392], [-0.187, -0.124, -0.306], [0.495, -0.081, 0.093], [0.168, 1.124, -0.590], [-0.863, -0.007, 0.212], [-0.288, -0.334, 0.589], [0.468, 0.252, -0.421], [-0.716, 1.136, -0.326], [-0.439, -1.129, -0.531], [-0.163, 1.475, 0.135], [-0.192, -1.064, -1.185], [0.762, -0.065, 0.681], [1.254, -0.537, 0.864], [0.043, 0.115, -0.202], [-0.012, -0.151, 0.166], [0.007, 0.082, 0.023], [-0.215, 0.157, -0.289], [0.280, 0.276, 0.461], [-0.377, 0.053, -0.655], [0.011, -0.305, 0.077], [-0.027, 0.414, -0.069], [-0.668, 0.352, 0.319], [0.076, -0.736, 0.506], [0.402, 0.354, 0.328], [-0.660, 0.211, 1.556], [-1.579, -0.825, -2.535], [0.790, -0.501, 0.002], [-0.640, 0.729, 0.408], [0.943, 0.165, 0.961], [0.150, 0.634, 0.874], [-0.321, -0.107, -0.536], [-0.082, 0.011, -0.214], [0.534, 0.145, 0.351], [0.774, -0.576, -0.164], [0.101, 0.532, -0.530], [0.179, -0.117, 0.407], [-0.607, 0.330, -0.327], [0.258, -0.079, 0.242], [0.052, -0.355, -0.737], [-0.374, -0.118, 0.272], [0.488, -0.049, -0.132], [-0.591, 0.455, -0.273], [0.479, -0.609, 0.824], [-0.049, 0.179, -0.682], [0.110, 0.661, 0.923], [-0.089, -0.255, -0.308], [0.000, -0.274, -0.280]], "lowdin_charge": [-0.0350, -0.4015, -0.1416, -0.2222, -0.0942, 0.0506, 0.0761, 0.0702, 0.0752, 0.1078, 0.1081, 0.1237, 0.0824, 0.0854, 0.0700, 0.0493, 0.0391, -0.0692, -0.4064, -0.1649, -0.1846, -0.1415, 0.0666, 0.0579, 0.0848, 0.0860, 0.1308, 0.1150, 0.1078, 0.0507, 0.0947, 0.0872, 0.0308, 0.0168, -0.0845, -0.4125, -0.2217, -0.1975, -0.0583, 0.0314, 0.0885, 0.0743, 0.0473, 0.1077, 0.1189, 0.1086, 0.0938, 0.0910, 0.0688, 0.0704, 0.0746, -0.0606, -0.4291, -0.2540, -0.1778, -0.0992, 0.0676, 0.0774, 0.0747, 0.0803, 0.1095, 0.1133, 0.1328, 0.0855, 0.0979, 0.0658, 0.0188, 0.0551, -0.0329, -0.4063, -0.1973, -0.2361, -0.0563, 0.0510, 0.0638, 0.0650, 0.0628, 0.1111, 0.1267, 0.1294, 0.0869, 0.0850, 0.0773, 0.0794, 0.0465, -0.0569, -0.3941, -0.1595, -0.2325, -0.0697, 0.0580, 0.0644, 0.0467, 0.0730, 0.0950, 0.1334, 0.1203, 0.0689, 0.0817, 0.0842, 0.0096, 0.0689, -0.0597, -0.3944, -0.1892, -0.2074, -0.1011, 0.0289, 0.0713, 0.0717, 0.0555, 0.1352, 0.1280, 0.1086, 0.0779, 0.0862, 0.0492, 0.0634, 0.0360, -0.0383, -0.5031, -0.2029, -0.1914, -0.0785, 0.0560, 0.0973, 0.0692, 0.0756, 0.1100, 0.1301, 0.1266, 0.0795, 0.0744, 0.0893, 0.0881, 0.0871, -0.0528, -0.3754, -0.1245, -0.1759, -0.1516, 0.0495, 0.0616, 0.0569, 0.0698, 0.1023, 0.1195, 0.0969, 0.0851, 0.0660, 0.0938, 0.0820, 0.0547, -0.0761, -0.3742, -0.1927, -0.1877, -0.0884, 0.0332, 0.0589, 0.0483, 0.0958, 0.1111, 0.1313, 0.1002, 0.0904, 0.0876, 0.0601, 0.0435, 0.0616, -0.0513, -0.3935, -0.1877, -0.1918, -0.0873, 0.0701, 0.0772, 0.0733, 0.0730, 0.1288, 0.1043, 0.1069, 0.0849, 0.0848, 0.0749, 0.0394, 0.0382, -0.0314, -0.4085, -0.1863, -0.2179, -0.0908, 0.0433, 0.0851, 0.0698, 0.0518, 0.1329, 0.1062, 0.1170, 0.0971, 0.0786, 0.0877, 0.0200, 0.0580, -0.0510, -0.4261, -0.1616, -0.1840, -0.1420, 0.0482, 0.0692, 0.0819, 0.0691, 0.0979, 0.1118, 0.1218, 0.0837, 0.0704, 0.0868, 0.0385, 0.0315, -0.0627, -0.0153, 0.0003, -0.0572, 0.0041, 0.0256]}